[1]
Formula: C29H34AsF6MgNO4S2Sb
Source: the Open Molecules 2025 dataset
Level of theory: ωB97M-V with the def2-TZVPD basis set

Results
* HOMO-LUMO gap: 8.5 eV
* highest occupied orbital energy: -11.059 eV
* energy: -151097.1241 eV
* largest force on an atom: 0.0070 Eh/bohr
* ΔE to the lowest compared entry with this formula, charge and spin: 0.0 kJ/mol

```
! wB97M-V def2-TZVPD RIJCOSX def2/J DEFGRID3
* xyz 1 1
Mg -0.85127 -0.09124 0.67976
F -2.24968 -2.37747 3.40430
C -2.43017 -3.40455 2.57063
F -1.39311 -4.22487 2.65933
F -3.54289 -4.03890 2.88736
S -2.54363 -2.76957 0.84739
O -1.27376 -2.02717 0.68230
O -2.74854 -3.89202 0.00999
N -3.76991 -1.79135 0.88527
S -3.66113 -0.24305 1.03414
O -2.46894 0.18647 1.80465
O -3.80529 0.48466 -0.19262
C -5.09485 0.13021 2.12670
F -6.19904 -0.25449 1.51851
F -5.11839 1.43310 2.34477
F -4.94832 -0.51641 3.27166
C 4.22958 0.35393 2.51770
C 2.87074 -0.33941 2.55621
C 2.80953 -1.53536 1.60895
Sb 1.26009 1.02801 2.15222
C 0.73309 1.66882 4.12871
C -0.01475 0.54342 4.84093
C 1.96253 2.12558 4.90483
C 2.18378 2.76762 1.30289
C 2.56491 2.52318 -0.15233
C 1.25179 3.96614 1.45217
H 5.01189 -0.35377 2.80163
H 4.28777 1.20179 3.20001
H 4.46609 0.71271 1.51361
H 2.67253 -0.67817 3.57689
H 2.95281 -1.23184 0.56827
H 1.85675 -2.06619 1.67130
H 3.60065 -2.24786 1.85338
H 0.05547 2.51337 3.98525
H 0.61089 -0.34647 4.95001
H -0.92579 0.25213 4.31480
H -0.29676 0.86259 5.84648
H 2.65952 1.30043 5.06483
H 1.66243 2.49172 5.88930
H 2.50188 2.93249 4.40501
H 3.08982 2.93738 1.88861
H 1.68137 2.34592 -0.77453
H 3.23459 1.66784 -0.26547
H 3.07545 3.39853 -0.56029
H 0.30777 3.81062 0.92150
H 1.71778 4.85689 1.02475
H 1.02054 4.18615 2.49520
C -0.68557 3.71840 -4.73925
C -1.08509 3.84392 -3.41749
C -1.06386 2.73727 -2.57888
C -0.64472 1.50897 -3.07255
C -0.24473 1.37934 -4.39977
C -0.26506 2.48735 -5.23111
As -0.63271 -0.02377 -1.92355
C -1.75650 -1.39892 -2.65674
C -3.13739 -1.40494 -2.75767
C -3.76769 -2.54807 -3.23246
C -3.01870 -3.66574 -3.57808
C -1.63553 -3.65409 -3.47092
C -0.98968 -2.51428 -3.01171
C 0.47455 -2.34711 -2.87059
C 1.43953 -3.29345 -3.19419
C 2.78461 -2.98533 -3.05318
C 3.18529 -1.73609 -2.59426
C 2.23133 -0.78542 -2.25336
C 0.88928 -1.09885 -2.39139
H -0.70315 4.58078 -5.39213
H -1.41768 4.80016 -3.03613
H -1.38788 2.84240 -1.54874
H 0.08261 0.41941 -4.78149
H 0.04465 2.39020 -6.26297
H -3.72148 -0.54020 -2.47364
H -4.84506 -2.56943 -3.32535
H -3.51878 -4.55667 -3.93331
H -1.06841 -4.53410 -3.74496
H 1.14921 -4.26791 -3.56453
H 3.52973 -3.72512 -3.31406
H 4.23775 -1.50112 -2.50665
H 2.54531 0.19093 -1.90583
*
```

---

[2]
Formula: C29H34F2N5Ru
Source: the Open Molecules 2025 dataset
Level of theory: ωB97M-V with the def2-TZVPD basis set

Results
* HOMO-LUMO gap (spin up / spin down): 9.1 / 6.9 eV
* highest occupied orbital energy (spin up / spin down): -17.097 / -17.792 eV
* energy: -46065.5208 eV
* largest force on an atom: 0.0051 Eh/bohr
* ΔE to the lowest compared entry with this formula, charge and spin: 0.0 kJ/mol

```
! wB97M-V def2-TZVPD RIJCOSX def2/J DEFGRID3
* xyz 3 5
Ru 0.03848 -0.58942 0.11716
C 3.13973 -0.61624 0.97477
C 2.72611 0.44097 1.99252
C 1.52009 0.15985 2.85720
C 1.67544 0.25821 4.23416
C 0.59690 0.08311 5.08294
C -0.64353 -0.18109 4.52543
C -0.73540 -0.27409 3.15566
N 0.31083 -0.12170 2.32016
N 2.32969 -0.79091 -0.27800
C 2.59927 -2.15972 -0.76708
C 1.90913 -3.14401 0.14471
C 2.36483 -4.43594 0.32485
C 1.67324 -5.27779 1.18565
C 0.55901 -4.79333 1.85515
C 0.16881 -3.48796 1.62870
N 0.82405 -2.68033 0.78603
C 2.68872 0.22022 -1.29568
C 2.13966 1.56117 -0.88835
C 2.79907 2.75240 -1.13466
C 2.25103 3.93228 -0.65188
C 1.06641 3.88359 0.07289
C 0.45704 2.65877 0.26143
N 0.97579 1.52292 -0.22547
H 3.16083 -1.58028 1.48097
H 4.16501 -0.40238 0.65788
H 2.63903 1.43309 1.55075
H 3.57782 0.51331 2.66950
H 2.65334 0.48025 4.63861
H 0.72231 0.15947 6.15488
H -1.52684 -0.31135 5.13417
H -1.69358 -0.46242 2.69623
H 3.67578 -2.35370 -0.79024
H 2.24450 -2.24911 -1.79653
H 3.25123 -4.77756 -0.19354
H 2.00812 -6.29512 1.33873
H 0.00039 -5.41225 2.54266
H -0.69025 -3.06777 2.13852
H 2.25720 -0.08602 -2.25081
H 3.77301 0.27194 -1.42622
H 3.73887 2.75324 -1.67111
H 2.75501 4.87559 -0.81747
H 0.62878 4.77771 0.49469
H -0.46330 2.56597 0.82562
C -2.78492 0.37107 -3.75603
N -2.30845 1.76044 -3.45722
C -3.41965 2.74605 -3.66940
C -1.57639 1.88975 -2.12511
C -2.30652 1.25346 -0.96746
C -3.53332 1.77517 -0.57333
C -4.35244 1.11559 0.34024
C -3.95934 -0.10550 0.86294
C -2.70106 -0.59474 0.54855
C -1.81960 0.11993 -0.27879
H -3.21502 0.36864 -4.75427
H -3.54224 0.10026 -3.02547
H -1.94607 -0.31363 -3.70575
H -1.60246 1.98494 -4.15966
H -4.28240 2.43917 -3.08790
H -3.67826 2.73634 -4.72543
H -3.08497 3.73886 -3.37951
H -1.42335 2.95916 -1.97628
H -0.61174 1.41511 -2.27888
H -3.87381 2.71717 -0.98378
H -5.31003 1.54179 0.60827
H -4.62043 -0.66859 1.50810
H -2.40760 -1.56103 0.95245
F -1.69070 -2.14682 -1.76052
C -0.41388 -1.77986 -1.56780
F -0.04363 -0.93798 -2.60470
H 0.19663 -2.67829 -1.63887
*
```

---

[3]
Formula: C29H34FFeN15O7
Source: the Open Molecules 2025 dataset
Level of theory: ωB97M-V with the def2-TZVPD basis set

Results
* HOMO-LUMO gap (spin up / spin down): 5.0 / 4.9 eV
* highest occupied orbital energy (spin up / spin down): -6.163 / -6.109 eV
* energy: -104408.7687 eV
* largest force on an atom: 0.0245 Eh/bohr

```
! wB97M-V def2-TZVPD RIJCOSX def2/J DEFGRID3
* xyz 0 5
Fe 1.02077 -0.79436 -1.80484
C 1.13497 4.37070 4.26615
C 1.84550 3.03461 4.10071
N 1.22511 2.18612 3.07739
C 1.64481 2.32441 1.77433
C 1.26120 1.53945 0.74953
C 1.81132 1.78356 -0.64811
O 1.86946 2.96030 -1.02564
O 2.14494 0.73042 -1.25182
C 0.29840 0.49498 0.98176
O -0.13230 -0.25736 0.13710
C -0.19615 0.38736 2.37645
C -1.11591 -0.59443 2.66496
C -1.60925 -0.72650 3.93475
F -2.47490 -1.72028 4.21053
C -1.20194 0.14707 4.93438
C -0.28967 1.13338 4.66654
C 0.26609 1.25084 3.38382
N -1.72125 0.09014 6.31349
C -0.73436 -0.42762 7.33407
C -1.15621 0.13659 8.70825
N -2.49584 0.71036 8.56122
C -3.43364 -0.28249 8.03502
C -3.04029 -0.59072 6.56800
H 1.63598 4.97508 5.02341
H 0.09272 4.23344 4.56309
H 1.14594 4.92279 3.32590
H 1.87419 2.48440 5.03859
H 2.87931 3.19020 3.80331
H 2.35883 3.12155 1.60004
H -1.41856 -1.27009 1.86842
H -0.02455 1.82750 5.45831
H 0.26119 -0.11594 7.03733
H -0.77872 -1.51282 7.29248
H -0.47378 0.92466 9.01806
H -1.11251 -0.66248 9.45273
H -1.90559 1.05428 6.61720
H -2.82294 1.10463 9.43080
H -4.43978 0.12647 8.06712
H -3.42518 -1.20739 8.61990
H -3.75841 -0.21067 5.84817
H -2.91331 -1.65121 6.39878
N -0.02031 -4.01444 -1.27656
C -0.87708 -3.15259 -1.91209
N -2.11993 -3.47265 -2.25937
N -2.61288 -2.34756 -2.80726
N -1.72667 -1.40782 -2.78491
N -0.58692 -1.89533 -2.21117
C 1.20038 -3.66803 -0.70253
N 1.89684 -4.50757 0.03821
N 2.95536 -3.77304 0.45651
N 2.88367 -2.56890 -0.01452
N 1.76152 -2.47006 -0.77087
H -0.31486 -4.96779 -1.17749
N -2.70394 1.66522 -4.20674
C -1.42484 1.75080 -5.01334
C -0.40583 0.93562 -4.24316
N -0.23560 1.38991 -2.86859
C -1.46801 1.55861 -2.12852
C -2.52137 2.35908 -2.87993
H -2.86427 0.66806 -4.01332
H -3.50205 2.02937 -4.71590
H -1.16394 2.80501 -5.09358
H -1.61397 1.33501 -6.00184
H 0.55961 0.91318 -4.73732
H -0.76667 -0.09599 -4.21359
H 0.40800 2.17087 -2.78038
H -1.26264 2.02988 -1.16664
H -1.87948 0.56168 -1.93924
H -2.20059 3.37836 -3.09014
H -3.47950 2.36930 -2.36168
O 1.57369 -2.90860 -4.15228
C 1.87114 -1.77198 -4.49745
O 1.75869 -0.67849 -3.83999
C 2.37496 -1.57855 -5.92509
C 2.92129 -0.37046 -6.33945
C 3.36154 -0.19904 -7.64814
C 3.25255 -1.23584 -8.55855
C 2.70865 -2.43321 -8.12627
C 2.27515 -2.62652 -6.82890
N 2.58550 -3.53963 -9.10024
O 3.03633 -3.36414 -10.21840
O 2.02495 -4.55286 -8.74317
H 3.00813 0.42530 -5.60988
H 3.79315 0.74377 -7.96161
H 3.57968 -1.13686 -9.58323
H 1.86485 -3.57200 -6.50305
*
```

---

[4]
Formula: C29H34N2O5SiZn
Source: the Open Molecules 2025 dataset
Level of theory: ωB97M-V with the def2-TZVPD basis set

Results
* HOMO-LUMO gap: 4.5 eV
* highest occupied orbital energy: -0.446 eV
* energy: -100139.4103 eV
* largest force on an atom: 0.0096 Eh/bohr
* ΔE to the lowest compared entry with this formula, charge and spin: 0.0 kJ/mol

```
! wB97M-V def2-TZVPD RIJCOSX def2/J DEFGRID3
* xyz -2 1
Zn 1.18147 0.75329 -1.73850
O 0.37811 1.89217 4.23746
C 0.66068 0.79094 3.54509
O 0.63354 0.74226 2.34010
C 0.99083 -0.44154 4.39471
O 2.37837 -0.47855 4.66254
C 2.74154 -0.53385 6.03275
C 2.11625 0.46986 7.03377
O 2.36906 0.20651 8.21816
O 1.48547 1.46293 6.58170
H 0.78339 1.77013 5.15831
H 0.70989 -1.31793 3.80323
H 0.41973 -0.42534 5.32481
H 3.81805 -0.35700 6.04819
H 2.56624 -1.53896 6.43476
C -0.68689 2.06249 -1.92296
Si -2.22581 1.22110 -2.30376
C -1.99338 -0.33597 -3.41318
N -0.78393 -0.35094 -4.22056
C -0.69732 0.73083 -5.18154
C 0.58058 0.61137 -5.99520
C 0.56399 -0.67282 -6.84068
C -0.40003 -1.70277 -6.24367
C -0.36813 -1.65464 -4.71406
C -2.98191 0.53987 -0.70351
C -4.33813 0.22925 -0.57275
C -4.84824 -0.32137 0.59607
C -4.00334 -0.57066 1.66944
C -2.65276 -0.26795 1.56320
C -2.14872 0.27714 0.38988
C -3.66835 2.21414 -3.09292
C -4.03656 2.12188 -4.43654
C -5.02295 2.93328 -4.98796
C -5.67988 3.86349 -4.19702
C -5.33766 3.97400 -2.85390
C -4.34621 3.16480 -2.32008
H -0.73693 2.64388 -0.99790
H -0.21293 2.65387 -2.71048
H -2.89905 -0.53975 -4.01831
H -1.91906 -1.15222 -2.68781
H -0.70983 1.67394 -4.63060
H -1.56878 0.75031 -5.86670
H 1.41975 0.59972 -5.29655
H 0.69618 1.49315 -6.62940
H 1.56801 -1.09670 -6.89301
H 0.25589 -0.44965 -7.86666
H -0.16168 -2.70429 -6.60519
H -1.42754 -1.48671 -6.55442
H 1.27881 -1.24455 -3.51855
H -1.06714 -2.40238 -4.31630
H -5.01454 0.42870 -1.39869
H -5.90593 -0.55025 0.67108
H -4.39696 -0.99288 2.58708
H -1.98318 -0.44603 2.39530
H -1.09289 0.51455 0.33657
H -3.54576 1.39643 -5.07532
H -5.27869 2.83591 -6.03756
H -6.45069 4.49728 -4.62039
H -5.84376 4.69627 -2.22311
H -4.08645 3.27167 -1.27137
N 0.96969 -1.93593 -4.20380
C 1.44880 -3.20852 -4.02592
C 0.83432 -4.34790 -4.56524
C 1.38941 -5.60775 -4.37140
C 2.55335 -5.77609 -3.64207
C 3.15882 -4.64724 -3.08892
C 2.62522 -3.39044 -3.27294
H -0.08216 -4.25816 -5.13159
H 0.89032 -6.47028 -4.79941
H 2.97679 -6.76116 -3.49293
H 4.05894 -4.75263 -2.49458
H 3.08688 -2.51936 -2.82267
*
```

---

[5]
Formula: C29H34NO4OsS2
Source: the Open Molecules 2025 dataset
Level of theory: ωB97M-V with the def2-TZVPD basis set

Results
* HOMO-LUMO gap: 6.1 eV
* highest occupied orbital energy: -17.510 eV
* energy: -64414.8707 eV
* largest force on an atom: 0.0287 Eh/bohr
* ΔE to the lowest compared entry with this formula, charge and spin: 147.0 kJ/mol

```
! wB97M-V def2-TZVPD RIJCOSX def2/J DEFGRID3
* xyz 3 1
Os -0.21951 -1.15521 -0.96805
C 0.08003 -3.79017 2.42515
C -0.62919 -3.28633 1.22719
C -0.34488 -3.85251 -0.05486
C -1.03608 -3.48900 -1.18647
C -0.83128 -4.16271 -2.50932
C -1.99689 -2.43628 -1.05162
C -2.31469 -1.85030 0.22279
C -3.42065 -0.86093 0.32236
C -1.57303 -2.26572 1.33083
H -0.51709 -4.60007 2.86534
H 0.18363 -3.01601 3.18402
H 1.05160 -4.21583 2.17470
H 0.42506 -4.61364 -0.12442
H -1.33553 -5.13240 -2.49060
H 0.22256 -4.34411 -2.71538
H -1.26770 -3.58729 -3.32396
H -2.67207 -2.24572 -1.87381
H -4.35541 -1.41806 0.45792
H -3.52792 -0.27809 -0.59207
H -3.30888 -0.20218 1.18139
H -1.77158 -1.82063 2.29839
O -0.01454 0.68728 -0.42387
S 0.05951 1.94812 -1.42146
C 1.83302 2.27283 -1.51369
C 2.58625 2.65527 -0.24931
C 2.63253 1.58368 0.84286
C 3.38137 0.31114 0.42448
S 2.72248 -1.27588 0.97795
O 1.45908 -1.58840 0.15318
C 2.20594 -0.89319 2.62776
C 0.97061 -0.32785 2.92566
C 0.65103 -0.08698 4.25282
C 1.56107 -0.39874 5.25947
C 2.79010 -0.96242 4.94800
C 3.11585 -1.22805 3.62418
C -0.65749 3.25894 -0.52088
C -0.65133 3.30930 0.87396
C -1.20888 4.41440 1.48777
C -1.74034 5.45027 0.72113
C -1.73829 5.38513 -0.66417
C -1.20591 4.27395 -1.30092
H 1.87161 3.08045 -2.25240
H 2.22454 1.37766 -2.00649
H 2.15941 3.56975 0.16617
H 3.59896 2.91443 -0.56908
H 1.62165 1.33832 1.14458
H 3.11899 2.00679 1.72138
H 4.40144 0.28426 0.81873
H 3.47539 0.17138 -0.65599
H 0.27091 -0.08042 2.13571
H -0.30409 0.35229 4.51122
H 1.30479 -0.20387 6.29220
H 3.49073 -1.21191 5.73308
H 4.06044 -1.69947 3.37831
H -0.23560 2.50256 1.46096
H -1.22784 4.47936 2.56712
H -2.16752 6.31277 1.21501
H -2.16396 6.18815 -1.24949
H -1.22257 4.20054 -2.38155
O 0.64535 -1.34735 -2.80272
C -0.32617 -0.76681 -3.43421
C -0.55429 -0.45203 -4.86838
C -1.88628 0.31758 -4.78511
C -2.33970 0.25208 -3.33530
O -3.33320 0.63633 -2.81246
N -1.27349 -0.41411 -2.61191
H -0.62248 -1.37548 -5.44618
H 0.27286 0.12428 -5.28412
H -2.67089 -0.09236 -5.41992
H -1.78154 1.36928 -5.05360
*
```

---

[6]
Formula: C29H35AlBrO2
Source: the Open Molecules 2025 dataset
Level of theory: ωB97M-V with the def2-TZVPD basis set

Results
* HOMO-LUMO gap: 6.7 eV
* highest occupied orbital energy: -4.788 eV
* energy: -111377.9628 eV
* largest force on an atom: 0.0355 Eh/bohr

```
! wB97M-V def2-TZVPD RIJCOSX def2/J DEFGRID3
* xyz -1 1
Br -2.63512 2.18323 -3.23178
C -3.28531 0.86825 -4.55196
C -3.95762 1.49807 -5.78647
C -5.10627 2.48251 -5.46562
C -6.26514 1.84195 -4.63804
C -7.75216 2.24665 -4.97712
O -8.44121 1.22249 -5.69258
Al -7.24476 -0.16578 -5.93990
O -6.22145 0.44415 -4.51318
H -3.90906 0.11516 -4.05493
H -2.39063 0.32733 -4.90865
H -4.29272 0.74224 -6.51484
H -3.17038 2.07934 -6.31100
H -4.69110 3.34959 -4.92696
H -5.50300 2.83172 -6.44063
H -6.10166 2.23229 -3.60645
H -7.93858 3.24950 -5.40488
H -8.27425 2.22916 -3.99208
H -7.67335 -1.62869 -5.48071
H -6.60669 -0.01465 -7.41379
C 2.14507 -1.00924 -1.67085
C 1.66949 -0.33392 -2.78885
C 0.48428 0.38765 -2.71398
C -0.22179 0.44199 -1.51856
C 0.25625 -0.23056 -0.39984
C 1.43753 -0.95963 -0.47643
H 3.06779 -1.57381 -1.73044
H 2.22288 -0.37097 -3.71946
H 0.10909 0.90904 -3.58571
H -1.14267 1.00800 -1.46094
H -0.29320 -0.18689 0.53298
H 1.80696 -1.48758 0.39506
C 3.27165 0.75361 4.52633
C 1.90005 0.78228 4.30624
C 1.40402 1.10088 3.04787
C 2.27997 1.38212 2.00662
C 3.65150 1.35006 2.22588
C 4.14780 1.03986 3.48633
H 3.65797 0.50794 5.50845
H 1.21715 0.55654 5.11595
H 0.33458 1.12923 2.87801
H 1.89379 1.62521 1.02527
H 4.33393 1.56747 1.41342
H 5.21710 1.01986 3.65796
C 4.33423 -5.51760 -2.13090
C 4.22309 -4.34298 -1.39765
C 5.33820 -3.81172 -0.76187
C 6.56765 -4.45068 -0.86712
C 6.67967 -5.62351 -1.60329
C 5.56244 -6.15936 -2.23192
H 3.46397 -5.93269 -2.62362
H 3.26624 -3.84188 -1.32071
H 5.24940 -2.89919 -0.18488
H 7.43804 -4.03419 -0.37533
H 7.63837 -6.12069 -1.68661
H 5.64897 -7.07631 -2.80150
C 1.39140 1.65888 8.95457
C 0.30489 1.46312 9.79807
C -0.98632 1.66392 9.32644
C -1.19162 2.05200 8.00802
C -0.10532 2.24434 7.16367
C 1.18636 2.05174 7.63761
H 2.39814 1.50525 9.32322
H 0.46460 1.15437 10.82387
H -1.83281 1.51726 9.98567
H -2.19819 2.20414 7.63899
H -0.26510 2.54526 6.13536
H 2.03295 2.20684 6.98021
*
```